Record 1
A cluster of 6 separate species, C39H37BF3N8O12 in total at a distorted geometry. Source: the OMol25 dataset; level of theory: the ωB97M-V functional and the def2-TZVPD basis.

XYZ file:
```
100
Properties=species:S:1:pos:R:3:forces:R:3
C 2.003063 -2.847803 4.553750 -0.4 -0.7 0.0
C 1.984422 -2.491180 3.413464 0.2 0.3 -0.1
C 1.967677 -2.153719 1.991195 -0.6 0.1 0.4
C 1.417903 -3.344302 1.275318 1.0 1.1 -0.1
N 2.210326 -4.223177 0.675861 -1.1 -0.4 -0.1
C 1.397078 -5.222317 0.142115 0.4 0.2 0.1
C 0.129271 -4.902714 0.455016 -0.4 -0.3 -0.4
C -1.100960 -5.698596 0.141103 0.3 -0.1 0.7
C -1.295403 -6.757114 1.259562 -0.2 1.0 0.5
O -2.633573 -7.153307 1.403453 0.2 -0.3 -0.5
C -0.334491 -7.956513 1.125510 -0.4 -0.1 -0.1
F -0.956217 -9.093948 1.397168 0.2 -0.1 0.1
F 0.204087 -8.077412 -0.108312 -0.1 0.1 0.0
F 0.703684 -7.806208 1.968688 0.0 -0.1 0.1
N 0.141400 -3.697106 1.171290 0.3 -0.6 -0.7
B -1.038132 -2.945786 1.773873 -0.7 0.2 0.4
N -1.417628 -1.607358 1.370642 0.6 -0.9 -0.1
O -1.704555 -3.644103 2.749961 0.8 0.2 -0.1
H 1.886500 -3.413566 5.445043 0.2 0.3 0.4
H 1.351314 -1.253424 1.827036 0.5 -0.6 -0.1
H 2.970297 -1.913281 1.646624 0.1 0.0 -0.2
H 3.214910 -4.131132 0.662954 0.1 -0.3 -0.3
H 1.720774 -6.092888 -0.392893 0.4 0.1 -0.1
H -0.989300 -6.175840 -0.825184 -0.2 0.1 -0.2
H -1.970403 -5.046694 0.156512 -0.2 -0.1 -0.2
H -1.005573 -6.251136 2.182646 0.2 -0.2 0.1
H -3.002908 -6.638605 2.124970 -0.2 -0.1 0.0
H -0.704750 -0.960600 1.714583 -0.4 0.5 -0.1
H -1.426732 -1.546240 0.354532 0.2 0.4 0.0
H -1.333771 -3.365685 3.602645 -0.5 -0.3 0.3
C -2.028424 4.341491 1.058621 -0.1 -0.2 0.2
C -1.227289 4.243661 -0.071890 -0.1 0.0 0.3
C -0.266375 3.251571 -0.158974 0.1 0.1 -0.2
C -0.124431 2.364453 0.895844 -0.2 0.1 0.1
C -0.912419 2.449180 2.036680 -0.1 -0.1 0.2
C -1.867567 3.444698 2.112582 0.0 0.0 -0.2
N 0.874594 1.309739 0.799921 -0.3 0.0 -0.2
O 1.571113 1.256061 -0.182756 0.1 -0.1 0.0
O 0.966460 0.506600 1.736903 -0.3 0.5 -0.1
H -2.780531 5.116859 1.118260 0.2 -0.2 0.1
H -1.353544 4.943091 -0.883970 0.1 0.1 0.0
H 0.354847 3.178074 -1.038944 0.0 -0.1 0.0
H -0.787973 1.754617 2.854753 0.1 0.0 -0.1
H -2.490796 3.525918 2.992149 0.0 0.0 0.0
C -3.493471 8.901355 -4.141781 0.0 0.0 0.0
C -4.730116 8.944879 -3.504493 0.1 0.0 -0.1
C -4.867469 8.434288 -2.226584 -0.3 0.0 0.0
C -3.758007 7.887052 -1.600768 0.1 0.1 -0.2
C -2.526545 7.828029 -2.223364 0.2 0.3 0.1
C -2.397504 8.341521 -3.504082 -0.1 0.1 0.0
N -3.897751 7.367780 -0.236297 0.0 0.1 0.0
O -4.992205 7.414726 0.280206 0.0 -0.1 0.0
O -2.902073 6.917942 0.310507 -0.1 0.4 -0.3
H -3.387187 9.307151 -5.139309 0.0 0.0 0.0
H -5.583655 9.381521 -4.004436 0.0 0.0 0.0
H -5.825269 8.468466 -1.728442 0.1 0.0 0.1
H -1.672221 7.396624 -1.727603 -0.1 0.0 0.1
H -1.439385 8.304760 -4.003213 0.0 0.0 0.0
C -6.428563 2.772001 -3.607581 0.0 0.0 0.0
C -6.166065 4.130729 -3.721468 0.0 -0.1 0.0
C -4.878471 4.606254 -3.537200 -0.1 0.2 0.0
C -3.868685 3.706491 -3.243714 -0.2 -0.1 0.0
C -4.113399 2.350731 -3.119863 0.1 -0.2 0.0
C -5.404222 1.884269 -3.303415 -0.1 0.1 0.0
N -2.503341 4.208325 -3.069751 0.0 0.0 -0.1
O -2.333540 5.410451 -3.163462 0.1 -0.4 0.0
O -1.618966 3.408692 -2.837825 0.0 -0.1 -0.1
H -7.434593 2.403193 -3.757338 0.0 0.0 0.0
H -6.965090 4.819869 -3.956828 0.0 0.0 0.0
H -4.672649 5.664156 -3.625473 0.1 0.0 0.0
H -3.315154 1.662040 -2.886147 0.1 0.1 0.0
H -5.612596 0.827274 -3.212868 0.0 0.0 0.0
C 4.684446 -10.725470 -1.759633 0.0 0.0 0.0
C 5.343463 -10.075298 -2.794715 -0.1 0.0 0.1
C 5.395175 -8.691809 -2.824476 0.1 0.0 -0.2
C 4.785358 -7.977850 -1.808471 0.0 -0.2 0.1
C 4.118823 -8.610196 -0.772386 -0.1 0.0 0.2
C 4.069627 -9.993455 -0.751959 0.0 0.0 -0.1
N 4.858562 -6.512411 -1.827893 0.0 0.0 -0.1
O 5.428215 -5.982383 -2.750013 0.0 0.1 0.0
O 4.337559 -5.901975 -0.903045 -0.2 0.1 0.2
H 4.650827 -11.806511 -1.737242 0.0 0.0 0.0
H 5.820004 -10.647512 -3.578155 0.0 0.0 0.0
H 5.907405 -8.185651 -3.629285 0.0 0.1 0.1
H 3.644090 -8.041921 0.013843 0.1 0.1 0.0
H 3.555265 -10.502007 0.051594 0.0 0.0 0.0
C 4.229864 2.326018 2.461267 0.0 0.0 0.0
C 5.392295 2.948825 2.895006 -0.1 0.0 0.0
C 5.322055 4.163102 3.559882 0.2 0.0 0.0
C 4.083154 4.734052 3.783432 0.0 -0.2 -0.1
C 2.916841 4.131004 3.352449 -0.3 0.0 0.0
C 2.995174 2.918852 2.686970 0.1 0.0 0.0
N 4.001810 6.012297 4.509079 0.0 0.1 0.0
O 5.043116 6.526722 4.857506 0.0 0.0 0.0
O 2.896733 6.469827 4.715690 0.0 0.0 0.0
H 4.286096 1.375342 1.945510 0.0 0.0 0.0
H 6.354162 2.487946 2.717611 0.0 0.0 0.0
H 6.224842 4.649744 3.898044 -0.1 0.1 0.1
H 1.956037 4.592025 3.530540 0.1 0.1 0.1
H 2.091198 2.435187 2.347271 0.2 0.2 0.2
```
Forces are in eV/Å.

Charge: +1
Orbital gap in Ha: 0.3046
Calculated total energy in Eh: -3173.10961
Highest occupied orbital energy in eV: -11.45
Largest force on an atom in eV/Å: 1.48

Record 2
A structure of composition C39H37IrN12O6S2 at a distorted geometry. Source: the OMol25 dataset; level of theory: the ωB97M-V functional and the def2-TZVPD basis.

XYZ file:
```
97
Properties=species:S:1:pos:R:3:forces:R:3
Ir 0.400585 -0.449002 -1.260032 -2.0 0.3 -1.4
N -0.945100 -1.258670 -5.343849 0.0 0.0 -0.1
C -0.789681 -1.040800 -4.018889 -0.2 0.1 0.2
S 0.762597 -0.393664 -3.512753 0.5 -0.1 0.2
N -1.773398 -1.240716 -3.210375 0.2 0.4 -0.1
N -1.487337 -0.942229 -1.886010 0.0 -0.6 -0.2
C -2.466650 -1.244676 -1.086418 0.0 0.1 0.0
C -2.543997 -1.087894 0.330619 0.2 0.1 0.1
C -3.629808 -1.634594 1.029911 0.1 0.0 0.0
C -3.672119 -1.563314 2.404033 -0.1 -0.1 0.0
C -2.605382 -0.981989 3.092927 0.1 0.0 0.1
C -1.534329 -0.419311 2.425726 -0.1 0.0 0.0
C -1.527428 -0.408399 1.031412 -0.4 -0.2 -0.3
O -0.631792 0.294689 0.361482 0.7 -0.3 0.3
H -0.107495 -1.352600 -5.894770 0.0 -0.1 0.0
H -1.690616 -1.893535 -5.587599 0.0 0.0 0.0
H -3.310130 -1.699945 -1.597874 0.0 0.1 0.0
H -4.426197 -2.118100 0.477194 0.0 0.0 0.0
H -4.513818 -1.967418 2.947750 0.0 0.0 0.0
H -2.612196 -0.976813 4.175654 0.0 0.1 0.0
H -0.706596 0.025633 2.960534 0.0 0.0 0.0
C -2.679740 3.980374 -2.162540 0.0 0.0 0.1
N -1.436131 3.229096 -2.023549 0.0 0.0 -0.3
C -1.292823 1.915791 -2.070207 0.1 0.0 0.1
N -0.059255 1.600407 -1.683589 -0.1 0.1 0.5
C 0.508588 2.806871 -1.415762 0.1 0.0 -0.2
N -0.297212 3.815877 -1.615166 0.0 0.0 0.1
C -3.576541 3.718554 -0.968844 0.0 0.1 0.0
C -4.956401 3.820361 -1.082779 0.0 0.0 0.0
C -5.764377 3.615537 0.029484 0.0 0.0 0.0
C -5.205777 3.304983 1.257230 0.0 0.0 0.0
C -3.821934 3.202648 1.371206 0.0 0.0 0.0
C -3.013369 3.409249 0.261370 0.0 0.0 0.0
C -3.207627 2.893705 2.658798 0.0 0.0 0.0
N -3.767332 2.656988 3.793022 -0.1 0.0 -0.1
N -2.742756 2.434166 4.696743 0.1 -0.1 0.1
C -1.642875 2.552438 4.038289 0.0 0.0 0.0
O -1.853474 2.848923 2.732409 0.0 0.0 0.0
C -0.270955 2.358557 4.499030 0.0 0.0 0.0
C -0.016007 2.121758 5.848796 0.0 0.0 0.0
C 1.277105 1.859419 6.261941 0.0 0.0 0.0
C 2.313894 1.806308 5.337665 0.0 0.0 0.0
C 2.064662 2.047004 3.994943 0.0 0.0 0.0
C 3.165380 1.930964 2.966039 0.0 0.0 0.1
N 2.806908 0.942873 1.954592 0.1 0.0 -0.1
C 2.278646 1.146639 0.757313 0.0 0.0 0.0
N 1.941012 -0.015978 0.216730 0.3 -0.4 -0.4
C 2.301154 -0.921126 1.177421 0.0 -0.1 -0.1
N 2.825689 -0.372085 2.238293 0.0 -0.1 0.1
C 0.772196 2.342175 3.581630 0.0 -0.1 0.0
H -3.158209 3.698450 -3.099826 0.0 0.0 0.0
H -2.388939 5.028144 -2.227578 0.0 0.0 0.0
H -2.072847 1.240059 -2.369890 0.0 0.0 0.0
H 1.534513 2.950389 -1.140207 0.0 0.0 -0.1
H -5.406583 4.060836 -2.038330 0.0 0.0 0.0
H -6.838092 3.700749 -0.065601 0.0 0.0 0.0
H -5.824995 3.143235 2.128738 0.0 0.0 0.0
H -1.940071 3.335837 0.376134 0.0 0.0 0.0
H -0.835599 2.137074 6.553827 0.0 0.0 0.0
H 1.480114 1.675477 7.307776 0.0 0.0 0.0
H 3.317072 1.564557 5.665176 0.0 0.0 0.0
H 4.098506 1.608043 3.422631 0.0 0.0 0.0
H 3.339684 2.872762 2.444166 0.0 0.0 0.0
H 2.165337 2.127436 0.345516 0.0 0.0 0.0
H 2.145039 -1.977702 1.083878 0.0 0.0 0.0
H 0.554798 2.513232 2.533293 0.0 0.0 0.0
O 0.052369 -2.583639 0.524262 -0.1 -0.3 0.5
C 0.297600 -3.247219 -0.474007 0.1 0.1 0.1
N 0.600191 -2.612365 -1.632544 0.2 0.4 1.1
S 0.837360 -3.687303 -2.888417 0.1 0.0 -0.1
O 2.136484 -3.533435 -3.466671 0.0 0.0 0.0
O -0.291619 -3.690673 -3.774692 0.1 -0.1 0.0
C 0.734912 -5.109540 -1.843077 0.0 0.1 0.0
C 0.918298 -6.429503 -2.194642 0.0 0.0 0.0
C 0.699627 -7.376816 -1.200089 0.0 0.0 0.0
C 0.295979 -7.002802 0.078949 0.0 0.0 0.0
C 0.123116 -5.665747 0.412986 0.0 0.0 0.0
C 0.359070 -4.723116 -0.570966 0.0 0.0 -0.1
H 1.218531 -6.716703 -3.192563 0.0 0.0 0.0
H 0.843630 -8.424675 -1.425688 0.0 0.0 0.0
H 0.115525 -7.768130 0.821264 0.0 0.0 0.0
H -0.185061 -5.360285 1.403548 0.0 0.0 0.0
C 4.209696 -2.182724 -1.494793 0.1 0.0 0.0
C 4.515475 -0.727506 -1.738262 0.0 0.1 0.1
O 3.377864 -0.062343 -2.283510 0.4 0.0 -0.2
C 3.643829 1.295552 -2.587535 -0.1 0.0 -0.1
C 4.626838 1.507820 -3.726937 0.0 0.0 0.0
H 5.112678 -2.684041 -1.143706 0.0 0.0 0.0
H 3.878719 -2.663597 -2.410015 0.0 0.0 0.0
H 3.436475 -2.318006 -0.741379 -0.1 0.0 0.0
H 5.356623 -0.648452 -2.432017 0.0 0.0 0.0
H 4.802241 -0.212456 -0.807459 0.0 0.0 0.0
H 3.993347 1.812139 -1.678456 0.0 0.0 0.0
H 2.677415 1.718029 -2.877590 0.0 0.0 0.1
H 5.646818 1.238511 -3.459166 0.0 0.0 0.0
H 4.631832 2.560624 -4.011542 0.0 0.0 0.0
H 4.324657 0.920654 -4.594180 0.0 0.0 0.0
```
Forces are in eV/Å.

⟨S²⟩: 0.759
Charge: +1
Orbital gap (spin up / spin down) in Ha: 0.2757 / 0.2044
Calculated total energy in Eh: -3517.38195
Highest occupied orbital energy (spin up / spin down) in eV: -10.60 / -10.59
ΔE to the lowest compared entry with this formula, charge and spin in eV: 1.842
Largest force on an atom in eV/Å: 2.42
Spin multiplicity: 2

Question: Which value of charge does entry 2 give?
Answer: +1